[1]
Entry from the OMol25 dataset: a molecular structure, C22H39N5O5PReSi2 (the ωB97M-V functional and the def2-TZVPD basis).

## Properties
E_HOMO (spin up / spin down) = -10.26 / -10.33 eV
multiplicity = 2
ΔE to the lowest compared entry with this formula, charge and spin = 3.8 kJ/mol
charge = +1
gap between HOMO and LUMO (spin up / spin down) = 6.392 / 6.956 eV

Atoms and positions in Å:
Re  -0.765  -0.078  0.879
O  0.854  -1.020  4.798
C  0.312  -0.547  3.705
O  0.184  -1.192  2.677
C  -0.105  0.897  3.804
O  -0.991  1.219  2.743
C  -2.402  1.172  3.104
C  -2.949  -0.229  2.853
O  -3.799  -0.705  3.553
O  -2.406  -0.799  1.797
H  1.112  -1.949  4.671
H  0.793  1.511  3.693
H  -0.547  1.104  4.777
H  -2.900  1.874  2.438
H  -2.532  1.481  4.138
C  -0.829  3.498  -2.241
Si  -1.282  2.926  -0.519
C  -2.889  3.660  0.078
C  0.118  3.465  0.597
N  -1.428  1.116  -0.508
C  -2.024  0.501  -1.589
C  -2.802  1.147  -2.573
C  -3.302  0.429  -3.624
C  -3.027  -0.948  -3.731
C  -2.293  -1.596  -2.777
C  -1.795  -0.889  -1.656
N  -1.033  -1.398  -0.640
Si  -0.902  -3.190  -0.500
C  -2.625  -3.883  -0.337
C  -0.033  -3.701  1.068
C  0.051  -3.892  -1.953
H  -0.115  4.322  -2.162
H  -1.685  3.863  -2.808
H  -0.363  2.705  -2.829
H  -2.953  4.704  -0.240
H  -2.958  3.656  1.167
H  -3.761  3.137  -0.317
H  0.020  4.547  0.729
H  1.087  3.295  0.123
H  0.117  3.018  1.587
H  -3.026  2.201  -2.491
H  -3.908  0.919  -4.374
H  -3.409  -1.504  -4.577
H  -2.105  -2.653  -2.887
H  -3.054  -3.531  0.605
H  -2.574  -4.974  -0.292
H  -3.313  -3.611  -1.134
H  -0.048  -4.795  1.052
H  -0.571  -3.386  1.961
H  1.009  -3.397  1.149
H  -0.522  -3.931  -2.879
H  0.355  -4.914  -1.714
H  0.960  -3.323  -2.162
C  3.890  -0.650  -1.620
N  3.908  -1.205  -0.267
C  4.650  -0.297  0.604
N  4.116  1.065  0.612
C  4.085  1.564  -0.764
N  3.340  0.704  -1.685
C  1.913  0.719  -1.397
P  1.564  0.103  0.310
C  2.562  -1.453  0.234
C  2.800  1.124  1.241
H  3.311  -1.305  -2.273
H  4.917  -0.617  -1.986
H  5.681  -0.254  0.252
H  4.650  -0.691  1.622
H  5.113  1.630  -1.120
H  3.651  2.565  -0.776
H  1.371  0.082  -2.102
H  1.522  1.733  -1.503
H  2.051  -2.166  -0.414
H  2.617  -1.893  1.232
H  2.878  0.747  2.266
H  2.464  2.161  1.296


[2]
Entry from the OMol25 dataset: N2 in the gas phase in a non-equilibrium geometry (the ωB97M-V functional and the def2-TZVPD basis).

## Properties
SMILES string = N#N
E_HOMO = -12.37 eV
ΔE to the lowest compared entry with this formula, charge and spin = 758.8 kJ/mol
charge = 0
gap between HOMO and LUMO = 10.131 eV

Atoms and positions in Å:
N  -0.234  -0.379  0.676
N  0.234  0.379  -0.676


[3]
Entry from the OMol25 dataset: a molecular structure, C35H42AlBr2CaF15N7NaO10S in a non-equilibrium geometry (the ωB97M-V functional and the def2-TZVPD basis).

## Properties
E_HOMO = -6.75 eV
charge = 0
gap between HOMO and LUMO = 1.200 eV

Atoms and positions in Å:
C  0.609  1.544  5.057
C  2.075  1.190  4.844
O  2.891  1.779  5.851
C  2.587  1.604  3.463
N  3.845  0.908  3.178
C  3.768  -0.334  2.734
N  2.597  -0.905  2.562
C  2.814  -2.143  2.124
C  1.677  -3.052  1.861
Br  1.756  -3.892  0.123
C  1.473  -4.008  3.056
C  0.419  -5.089  2.815
Br  0.778  -2.840  4.505
N  4.118  -2.352  2.030
C  4.875  -3.541  1.639
C  5.484  -4.260  2.866
C  5.812  -5.703  2.509
O  4.989  -6.564  2.653
N  7.129  -5.925  2.046
C  7.206  -5.591  0.595
C  6.420  -6.374  -0.232
C  6.432  -6.138  -1.590
C  7.241  -5.162  -2.126
C  8.035  -4.370  -1.318
C  8.020  -4.586  0.067
N  4.778  -1.201  2.397
H  0.303  1.082  6.000
H  -0.023  1.108  4.280
H  0.482  2.619  5.200
H  2.175  0.107  4.958
H  3.282  1.096  6.401
H  2.749  2.682  3.490
H  1.850  1.392  2.689
H  4.707  1.392  3.363
H  0.802  -2.405  1.830
H  2.405  -4.407  3.451
H  -0.035  -5.301  3.779
H  0.874  -6.021  2.487
H  -0.373  -4.719  2.164
H  5.752  -3.198  1.083
H  4.351  -4.207  0.960
H  4.880  -4.162  3.766
H  6.459  -3.786  3.062
H  7.266  -6.932  2.072
H  5.818  -7.162  0.205
H  5.812  -6.763  -2.221
H  7.224  -5.032  -3.200
H  8.665  -3.603  -1.831
H  8.636  -3.982  0.735
H  5.772  -1.073  2.453
N  0.504  0.095  -1.374
C  0.067  1.051  -2.163
C  -0.319  0.821  -3.472
C  -0.233  -0.477  -3.961
C  0.233  -1.486  -3.121
C  0.587  -1.143  -1.828
H  0.023  2.043  -1.728
H  -0.677  1.634  -4.088
H  -0.525  -0.700  -4.978
H  0.316  -2.510  -3.459
H  0.952  -1.846  -1.093
F  0.731  -6.357  6.241
Al  -0.841  -7.043  6.317
F  -0.752  -8.629  6.899
F  -1.495  -7.031  4.738
F  -1.812  -6.098  7.339
F  -2.568  2.947  -1.386
C  -3.718  2.229  -1.330
C  -4.906  2.891  -1.120
C  -6.083  2.158  -1.066
C  -6.050  0.778  -1.212
C  -4.841  0.127  -1.419
C  -3.665  0.860  -1.484
H  -4.906  3.966  -1.001
H  -7.025  2.666  -0.912
H  -6.968  0.209  -1.168
H  -4.812  -0.949  -1.530
H  -2.712  0.375  -1.653
Na  7.058  -2.069  1.546
F  0.704  0.556  0.576
F  8.707  -1.944  -2.656
Ca  -0.742  4.201  5.049
C  -6.685  -2.293  -6.536
C  -6.645  -3.087  -5.248
O  -5.899  -2.263  -4.343
S  -6.177  -0.715  -4.675
O  -7.180  -0.237  -3.799
O  -4.929  -0.065  -4.831
O  -6.840  -0.932  -6.119
H  -5.746  -2.378  -7.087
H  -7.510  -2.585  -7.180
H  -6.164  -4.054  -5.366
H  -7.647  -3.227  -4.835
C  -2.704  6.903  -0.934
C  -3.947  6.947  -1.843
C  -4.005  8.050  -2.901
F  -4.018  9.282  -2.341
F  -5.129  7.919  -3.616
F  -5.058  6.962  -1.066
F  -3.961  5.764  -2.516
O  -2.809  7.470  0.372
C  -2.580  8.809  0.588
C  -3.827  9.519  1.122
F  -4.847  9.426  0.255
F  -3.556  10.833  1.305
F  -2.085  9.404  -0.507
F  -1.617  8.892  1.542
H  -2.534  5.844  -0.739
H  -1.809  7.247  -1.451
H  -3.160  7.979  -3.590
H  -4.136  9.081  2.074
N  -4.677  8.115  -6.532
O  -5.478  8.920  -6.042
O  -3.599  7.876  -5.950
O  -4.937  7.546  -7.599


DFT total energy for every record listed, in sequence, given in Eh: -2510.25341, -109.26357, -10620.74329.